Record 1
{"formula": "C5H8NO", "method": "wB97M-V/def2-TZVPD", "species": ["C", "C", "C", "C", "N", "C", "O", "H", "H", "H", "H", "H", "H", "H", "H"], "positions_angstrom": [[2.47246, 0.55416, 0.25187], [1.10776, -0.09927, 0.27818], [0.68747, -1.22416, -0.36262], [-0.72935, -1.16440, -0.45046], [-1.09645, 0.00471, 0.08387], [-2.43950, 0.59379, 0.13967], [0.02853, 0.62869, 0.59223], [3.26459, 0.24001, 1.07975], [2.96685, 0.47263, -0.68736], [2.33903, 1.58442, 0.52512], [1.17835, -2.00183, -0.76622], [-1.46634, -1.75671, -0.97954], [-2.34882, 1.50231, -0.49352], [-3.10006, -0.20614, -0.33849], [-2.86452, 0.87178, 1.12753]], "total_charge": 1, "orbital_gap_ev": 10.54, "de_lowest_kj_mol": 138.1, "smiles": "Cc1cc[n+](C)o1", "total_energy_ev": -8843.329}

***

Record 2
{"formula": "C5H8NO", "method": "wB97M-V/def2-TZVPD", "species": ["C", "C", "C", "C", "C", "N", "O", "H", "H", "H", "H", "H", "H", "H", "H"], "positions_angstrom": [[1.16849, 0.01371, 0.23006], [2.18602, -0.92635, 0.73313], [-0.92853, 0.24069, -0.17571], [-1.69930, -0.92667, -0.00712], [-1.20362, 1.52733, -0.53625], [2.00130, 0.92276, -0.13563], [3.06666, 0.20640, 0.22877], [2.29092, -1.18918, 1.78304], [2.45011, -1.75240, 0.06352], [-2.14254, -0.90142, -1.02099], [-2.53021, -0.82467, 0.69604], [-1.10998, -1.91040, -0.08753], [-0.56863, 1.74637, -1.36849], [-0.76539, 2.11354, 0.30506], [-2.21531, 1.66029, -0.70789]], "total_charge": 1, "orbital_gap_ev": [7.86, 7.87], "de_lowest_kj_mol": 723.6, "total_energy_ev": -8837.261}

***

Record 3
{"formula": "C5H8NO", "method": "wB97M-V/def2-TZVPD", "species": ["C", "C", "C", "C", "C", "N", "O", "H", "H", "H", "H", "H", "H", "H", "H"], "positions_angstrom": [[2.10125, -0.11454, -0.28820], [1.10448, -0.82288, 0.61036], [-1.41845, -0.65930, 0.08935], [-0.10765, -0.07664, -0.07317], [-0.37815, 1.35952, -0.16789], [0.91240, -0.89366, -0.72773], [-2.48264, -0.05067, 0.27486], [2.14092, 0.82776, -0.66976], [2.98308, -0.67717, -0.46389], [1.30692, -1.17158, 1.58979], [-1.16975, -2.44292, -0.01189], [0.32601, 2.05054, 0.27542], [-1.33434, 1.52523, 0.33573], [-0.70084, 1.74712, -1.18923], [-3.28326, -0.60080, 0.41626]], "total_charge": 1, "orbital_gap_ev": 8.53, "de_lowest_kj_mol": 718.2, "total_energy_ev": -8837.317}

***

Record 4
{"formula": "C5H8NO", "method": "wB97M-V/def2-TZVPD", "species": ["C", "C", "C", "C", "C", "N", "O", "H", "H", "H", "H", "H", "H", "H", "H"], "positions_angstrom": [[0.52827, 1.21229, -0.11669], [0.68791, 1.01610, 1.20409], [-0.62069, 0.57049, -0.78656], [-0.12739, 0.07965, 1.87650], [-0.80498, -0.79672, -0.14022], [0.41199, -1.48730, -0.35700], [-0.91437, -0.76509, 1.31185], [1.05395, 1.87117, -0.68687], [1.34748, 1.64022, 1.78684], [-1.53083, 1.18710, -0.74692], [-0.46842, 0.45380, -1.97219], [-0.04359, 0.26393, 2.98458], [-1.65871, -1.53924, -0.51138], [0.45811, -1.75629, -1.31401], [0.53705, -2.32027, 0.26035]], "total_charge": 1, "orbital_gap_ev": [9.34, 6.03], "de_lowest_kj_mol": 0.0, "spin_multiplicity": 3, "s_squared": 2.008, "total_energy_ev": -8840.554}

***

Record 5
{"formula": "C5H8NO2S2", "method": "wB97M-V/def2-TZVPD", "species": ["C", "C", "C", "C", "C", "N", "O", "O", "S", "S", "H", "H", "H", "H", "H", "H", "H", "H"], "positions_angstrom": [[0.29648, 1.31110, 0.26114], [2.46891, -0.57599, 0.20191], [-1.14252, 1.64673, 0.40361], [-1.96185, 0.36867, 0.32764], [2.25564, -1.94242, -0.14329], [0.63998, 0.10578, 0.16281], [-0.54790, -1.63032, 1.55128], [-0.76115, -1.74800, -0.89319], [3.46786, 0.51982, 0.60669], [-0.73392, -0.98197, 0.30179], [1.04181, 2.10253, 0.24878], [-1.27214, 2.16456, 1.36039], [-1.41950, 2.36770, -0.37108], [-2.60910, 0.21084, 1.18529], [-2.52692, 0.27074, -0.59507], [1.61302, -2.42695, 0.60076], [1.73113, -2.04358, -1.09875], [3.21578, -2.46048, -0.19023]], "total_charge": 1, "orbital_gap_ev": 9.64, "de_lowest_kj_mol": 7.0, "total_energy_ev": -32561.083}

***

Record 6
{"formula": "C5H8NO3P", "method": "wB97M-V/def2-TZVPD", "species": ["C", "C", "C", "C", "C", "N", "P", "O", "O", "O", "H", "H", "H", "H", "H", "H", "H", "H"], "positions_angstrom": [[-1.92258, -0.12011, -1.08844], [-0.53622, 0.52584, -0.79330], [0.32056, -0.21164, 0.18901], [-0.08328, 0.07687, 1.60592], [0.16779, -1.64469, -0.00182], [0.17790, -2.79894, -0.01993], [2.16174, 0.45372, -0.08618], [3.08951, -0.31207, 0.84382], [2.46365, 0.26181, -1.55433], [2.01341, 1.91005, 0.32963], [-2.35282, -0.34798, -0.18270], [-1.79905, -1.03029, -1.78304], [-2.40429, 0.71128, -1.58891], [0.00572, 0.66236, -1.70247], [-0.75563, 1.50438, -0.43447], [0.45469, 0.85501, 1.98607], [0.22078, -0.76653, 2.40225], [-1.22188, 0.27093, 1.87887]], "total_charge": -2, "orbital_gap_ev": 5.70, "de_lowest_kj_mol": 0.0, "smiles": "CC[C@@](C)(C#N)P(=O)([O-])[O-]", "total_energy_ev": -22237.058}

***

Record 7
{"formula": "C5H8NO8S", "method": "wB97M-V/def2-TZVPD", "species": ["C", "C", "C", "C", "C", "N", "O", "O", "O", "O", "O", "O", "O", "O", "S", "H", "H", "H", "H", "H", "H", "H", "H"], "positions_angstrom": [[-0.05157, -0.35601, -0.32271], [3.14304, 0.69605, 1.04373], [1.82162, -0.05070, 1.06163], [-1.60688, 0.62613, 2.55977], [-0.68621, -0.10850, -1.55086], [-0.20740, 0.66072, -2.56336], [-3.21423, -0.04814, -2.46844], [-0.50963, -1.09143, 0.57021], [0.76557, 1.40042, -2.42931], [-0.83141, 0.56870, -3.62737], [-1.81753, -2.00810, -3.00894], [-2.65131, -1.62550, -0.74111], [-1.05077, 0.89017, 3.58505], [1.13458, 0.25550, -0.14192], [-2.15619, -0.94383, -2.11182], [3.72253, 0.44418, 1.92769], [3.70044, 0.42821, 0.15206], [2.96430, 1.76724, 1.02144], [1.20621, 0.24494, 1.92005], [1.98342, -1.13379, 1.12340], [-2.08625, -0.34416, 2.36896], [-1.66933, 1.34501, 1.72840], [-1.90300, -1.61711, -0.09653]], "total_charge": -1, "orbital_gap_ev": 8.72, "de_lowest_kj_mol": 0.0, "total_energy_ev": -34018.372}

***

Record 8
{"formula": "C5H8NS", "method": "wB97M-V/def2-TZVPD", "species": ["C", "C", "C", "C", "C", "N", "S", "H", "H", "H", "H", "H", "H", "H", "H"], "positions_angstrom": [[-1.64581, 0.00836, 0.22150], [-3.01440, -0.18387, 0.89793], [0.89479, 0.00073, -0.15300], [1.57333, -1.24585, -0.59889], [1.53345, 1.38295, -0.11866], [-0.38389, -0.08749, 0.17601], [-2.96472, 0.21809, -0.87208], [-3.51896, -1.16751, 1.28129], [-2.98775, 0.64679, 1.65278], [2.38029, -1.51336, 0.06238], [2.02056, -1.03824, -1.47792], [0.90441, -2.19692, -0.67908], [1.78216, 1.71518, -1.05141], [2.57223, 1.39621, 0.33278], [0.85432, 2.06491, 0.32637]], "total_charge": 1, "orbital_gap_ev": 9.49, "de_lowest_kj_mol": 232.0, "total_energy_ev": -17630.527}

***

Record 9
{"formula": "C5H8O", "method": "wB97M-V/def2-TZVPD", "species": ["C", "C", "C", "C", "C", "O", "H", "H", "H", "H", "H", "H", "H", "H"], "positions_angstrom": [[-1.80209, 0.53541, 0.31134], [-0.50309, -0.06554, -0.12946], [0.59967, -0.79828, 0.67410], [1.63757, -0.09534, -0.22444], [0.48660, 0.37712, -1.12192], [-0.41850, -0.68334, -1.41473], [-1.64318, 1.25069, 1.12554], [-2.50040, -0.22952, 0.66637], [-2.27827, 1.06211, -0.52157], [0.76331, -0.63081, 1.73946], [0.52841, -1.87003, 0.47314], [2.02565, 0.79712, 0.27795], [2.48388, -0.70332, -0.55340], [0.45906, 1.22152, -1.80530]], "orbital_gap_ev": 10.71, "de_lowest_kj_mol": 204.3, "smiles": "C[C@]12CC[C@H]1O2", "total_energy_ev": -7360.138}

***

Record 10
{"formula": "C5H8O", "method": "wB97M-V/def2-TZVPD", "species": ["C", "C", "C", "C", "C", "O", "H", "H", "H", "H", "H", "H", "H", "H"], "positions_angstrom": [[1.45490, 0.39007, 0.30170], [0.73437, -0.96517, 0.48316], [-0.71244, -0.57899, 0.24309], [-1.09936, 0.04684, -1.08005], [-0.83096, 0.90446, 0.10030], [0.41334, 1.49259, -0.02713], [2.16190, 0.33276, -0.54188], [1.47892, 1.11295, 1.11811], [1.05910, -1.75871, -0.21525], [0.83526, -1.39294, 1.49027], [-1.47361, -1.13758, 0.77193], [-0.32717, 0.13079, -1.84504], [-2.11184, -0.06035, -1.43361], [-1.58241, 1.48329, 0.63437]], "orbital_gap_ev": 9.87, "de_lowest_kj_mol": 282.0, "smiles": "C1C[C@@H]2C[C@@H]2O1", "total_energy_ev": -7359.332}

***

Record 11
{"formula": "C5H8O", "method": "wB97M-V/def2-TZVPD", "species": ["C", "O", "C", "C", "C", "C", "H", "H", "H", "H", "H", "H", "H", "H"], "positions_angstrom": [[-1.54775, 0.76473, -0.22675], [-0.80569, -0.39307, 0.16808], [-0.35494, -1.30699, -1.11759], [1.02515, -1.01283, -1.46879], [1.61544, -0.22120, -0.69263], [1.76803, 0.60034, 0.40857], [-2.61783, 0.52924, -0.28672], [-1.35381, 1.50900, 0.55080], [-1.19926, 1.14959, -1.19685], [-0.52927, -2.31064, -0.71701], [-1.11194, -1.01424, -1.85539], [2.34416, 0.23032, 1.26201], [1.84199, 1.68322, 0.25889], [0.29788, 0.06569, 0.48819]], "orbital_gap_ev": 9.02, "de_lowest_kj_mol": 535.4, "total_energy_ev": -7356.706}

***

Record 12
{"formula": "C5H8O", "method": "wB97M-V/def2-TZVPD", "species": ["C", "C", "C", "C", "C", "O", "H", "H", "H", "H", "H", "H", "H", "H"], "positions_angstrom": [[0.91377, 0.61209, 1.53015], [0.52473, 0.03855, 0.20148], [-0.96154, -0.29923, 0.17958], [-0.89400, -0.41954, -1.33950], [0.64308, -0.51971, -1.19069], [0.97337, 0.83033, -0.91421], [0.59267, -0.02363, 2.35775], [0.23344, 1.47945, 1.53695], [1.91989, 0.99876, 1.65941], [-1.01461, -1.29588, 0.63744], [-1.66435, 0.36722, 0.69074], [-1.49212, -1.18525, -1.82553], [-1.08923, 0.57314, -1.75820], [1.31489, -1.15630, -1.76537]], "orbital_gap_ev": 10.33, "de_lowest_kj_mol": 301.8, "smiles": "C[C@]12CC[C@H]1O2", "total_energy_ev": -7359.127}

***

Record 13
{"formula": "C5H8O", "method": "wB97M-V/def2-TZVPD", "species": ["C", "C", "C", "C", "O", "C", "H", "H", "H", "H", "H", "H", "H", "H"], "positions_angstrom": [[-1.85140, 0.31116, -0.51328], [-0.42271, 0.11246, -0.12903], [0.63677, 0.87636, -0.37538], [1.86621, 0.24734, 0.21956], [1.37564, -0.82826, 1.00928], [0.03541, -1.09832, 0.64317], [-2.18915, -0.48847, -1.18385], [-2.00287, 1.26934, -1.01818], [-2.49435, 0.28185, 0.37489], [0.63887, 1.82296, -0.90474], [2.43965, 0.93332, 0.85836], [2.55453, -0.15244, -0.54502], [-0.56485, -1.28134, 1.54574], [-0.02178, -2.00595, 0.01847]], "orbital_gap_ev": 9.94, "de_lowest_kj_mol": 97.3, "smiles": "CC1=CCOC1", "total_energy_ev": -7361.247}

***

Record 14
{"formula": "C5H8O", "method": "wB97M-V/def2-TZVPD", "species": ["C", "C", "C", "C", "C", "O", "H", "H", "H", "H", "H", "H", "H", "H"], "positions_angstrom": [[2.83245, 0.05531, -0.37519], [1.46538, -0.23133, -0.14221], [0.30416, 0.01800, 0.15034], [-0.98014, -0.44503, -0.39283], [-2.18422, -0.09361, 0.45111], [-2.19741, 1.28295, 0.74848], [2.63478, 0.36277, 0.71734], [3.63471, -0.66037, -0.25287], [2.99875, 0.72936, -1.24273], [-1.05598, 0.03165, -1.37585], [-0.88460, -1.52472, -0.55263], [-3.09339, -0.31897, -0.11163], [-2.18526, -0.70476, 1.36718], [-1.28923, 1.49875, 1.01147]], "orbital_gap_ev": 9.81, "de_lowest_kj_mol": 374.6, "smiles": "CC#CCCO", "total_energy_ev": -7358.373}

***

Record 15
{"formula": "C5H8O", "method": "wB97M-V/def2-TZVPD", "species": ["C", "C", "O", "H", "H", "C", "C", "C", "H", "H", "H", "H", "H", "H"], "positions_angstrom": [[-1.38833, -1.97124, 0.50232], [-1.20951, -1.54398, -0.72715], [-1.04714, -1.18028, -1.82475], [-1.27100, -1.27559, 1.32263], [-1.65424, -3.00580, 0.67372], [-0.47625, 1.66248, 0.26706], [0.58925, 0.91920, 0.55822], [1.66062, 0.53249, -0.42059], [-1.22900, 1.90749, 1.01247], [-0.63280, 2.06143, -0.73362], [0.70738, 0.53896, 1.57398], [1.53624, -0.50785, -0.74518], [1.62954, 1.16383, -1.31393], [2.65724, 0.61101, 0.02779]], "orbital_gap_ev": 10.24, "de_lowest_kj_mol": 177.2, "smiles": "C=C=O.C=CC", "total_energy_ev": -7360.419}

***

Record 16
{"formula": "C5H8O", "method": "wB97M-V/def2-TZVPD", "species": ["O", "C", "C", "C", "C", "C", "H", "H", "H", "H", "H", "H", "H", "H"], "positions_angstrom": [[-0.87123, 1.92237, -0.06790], [-0.78078, 0.69159, 0.57694], [-1.12806, -0.56047, -0.27892], [0.34768, -0.99606, -0.31296], [1.47735, 0.52288, -0.44693], [0.67442, 0.16895, 0.70072], [-0.09576, 1.93799, -0.66495], [-1.34105, 0.75251, 1.51393], [-1.57929, -0.35022, -1.25233], [-1.74436, -1.28275, 0.26349], [0.69349, -1.99054, -0.03458], [0.79439, -0.71043, -1.30796], [2.44934, 0.00948, -0.35063], [1.10388, -0.11530, 1.66208]], "orbital_gap_ev": 9.73, "de_lowest_kj_mol": 442.1, "total_energy_ev": -7357.673}

***

Record 17
{"formula": "C5H8O", "method": "wB97M-V/def2-TZVPD", "species": ["C", "C", "C", "C", "C", "O", "H", "H", "H", "H", "H", "H", "H", "H"], "positions_angstrom": [[-0.88421, 1.28802, -0.98593], [-0.25116, -0.02071, -0.54161], [1.21862, -0.25868, -0.05299], [0.68115, -1.06054, 1.16920], [-0.70228, -0.52407, 0.81622], [-1.73272, -0.36771, 1.41689], [-1.11396, 1.29145, -2.05241], [-1.82917, 1.36812, -0.44211], [-0.30689, 2.19019, -0.77132], [-0.48250, -0.78693, -1.28921], [1.86095, -0.81129, -0.74889], [1.75024, 0.64076, 0.26872], [0.77068, -2.14113, 1.03503], [1.02124, -0.80747, 2.17843]], "orbital_gap_ev": 10.42, "de_lowest_kj_mol": 88.2, "smiles": "C[C@H]1CCC1=O", "total_energy_ev": -7361.341}